(1)
This record from the Open Molecules 2025 dataset describes an isolated molecule of C5H10O in a non-equilibrium geometry. The level of theory is the ωB97M-V functional and the def2-TZVPD basis.

Structure (XYZ):
```
16
Properties=species:S:1:pos:R:3
O 0.58584 -0.82624 -2.11014
C -0.46263 0.09392 -1.88346
C -0.36210 0.76597 -0.52731
C -0.40536 -0.21871 0.62369
C 0.09893 0.33789 1.87848
C 0.90671 -0.78761 1.07165
H 0.45607 -1.57297 -1.51092
H -1.44628 -0.39485 -1.96916
H -0.39379 0.83901 -2.68098
H -1.20198 1.46294 -0.39387
H 0.55937 1.36370 -0.47072
H -1.30373 -0.82741 0.65757
H 0.54741 1.31214 1.95279
H -0.42453 -0.01556 2.77340
H 1.76161 -0.44337 0.49708
H 1.08447 -1.08883 2.09192
```

The energy above the lowest of the compared OMol25 structures with the same formula, charge and spin comes out at 2.609 eV. The SMILES is OCCC1CC1. Its HOMO energy is -9.1328 eV. For the orbital gap, the calculation gives 10.266 eV.

(2)
This record from the Open Molecules 2025 dataset describes an isolated molecule of C5H10O. The level of theory is the ωB97M-V functional and the def2-TZVPD basis.

Structure (XYZ):
```
16
Properties=species:S:1:pos:R:3
C 1.75294 0.91700 -0.00544
C 0.69417 -0.07909 -0.45452
C -0.23535 -0.62835 0.67106
C -0.97828 -0.18795 -2.13989
C -1.63041 -0.02778 0.88150
O -0.17315 0.55757 -1.44580
H 2.36963 1.24907 -0.85002
H 1.28526 1.79244 0.45064
H 2.42135 0.44754 0.72693
H 1.19714 -0.90319 -0.98576
H -0.35138 -1.70267 0.49272
H 0.29722 -0.50850 1.61715
H -0.64179 -1.24643 -1.89100
H -2.04917 -0.58222 1.72602
H -1.61048 1.03263 1.15443
H -2.34770 -0.13008 0.05197
```

The energy above the lowest of the compared OMol25 structures with the same formula, charge and spin comes out at 3.415 eV. Its HOMO energy is -8.5297 eV. For the orbital gap, the calculation gives 9.360 eV.

(3)
This record from the Open Molecules 2025 dataset describes an isolated molecule of C5H10O in a non-equilibrium geometry. The level of theory is the ωB97M-V functional and the def2-TZVPD basis.

Structure (XYZ):
```
16
Properties=species:S:1:pos:R:3
C -2.12445 -0.78339 -1.03647
C -0.68875 -0.28365 -1.16884
C -0.01257 0.35406 -0.18575
O -0.77805 1.30064 0.43408
C 1.44496 0.28897 0.16097
C 1.75657 0.20113 1.66500
H -2.61330 -0.87180 -2.00852
H -2.08037 -1.79977 -0.60941
H -2.78881 -0.20806 -0.38018
H -0.13284 -0.67231 -2.00441
H -1.31608 1.30036 -0.40922
H 1.91538 1.19420 -0.23442
H 1.87314 -0.57184 -0.36262
H 1.49752 -0.77573 2.08701
H 2.83015 0.35631 1.82763
H 1.21751 0.97087 2.22515
```

The energy above the lowest of the compared OMol25 structures with the same formula, charge and spin comes out at 1.840 eV. The SMILES is C/C=C(\O)CC. Its HOMO energy is -8.1566 eV. For the orbital gap, the calculation gives 8.973 eV.

(4)
This record from the Open Molecules 2025 dataset describes an isolated molecule of C5H10O. The level of theory is the ωB97M-V functional and the def2-TZVPD basis.

Structure (XYZ):
```
16
Properties=species:S:1:pos:R:3
C 2.03644 -0.09148 -0.28415
C 0.80101 -0.62093 0.46817
C -0.52047 -0.25219 -0.24602
C -1.89015 -0.27601 0.51793
C -0.53110 1.19287 -0.68008
O -0.00970 2.09233 -0.06381
H 1.99556 0.99625 -0.36732
H 2.96361 -0.33879 0.24453
H 2.11851 -0.50685 -1.29706
H 0.89017 -1.71179 0.55444
H 0.81704 -0.22165 1.48721
H -0.62591 -0.90067 -1.12520
H -1.80092 -0.50420 1.58322
H -2.36650 0.71529 0.47381
H -2.60705 -0.96302 0.05926
H -1.18332 1.40619 -1.55390
```

The energy above the lowest of the compared OMol25 structures with the same formula, charge and spin comes out at 0.716 eV. The SMILES is CC[C@@H](C)C=O. Its HOMO energy is -9.6282 eV. For the orbital gap, the calculation gives 10.692 eV.

(5)
This record from the Open Molecules 2025 dataset describes an isolated molecule of C5H10O in a non-equilibrium geometry. The level of theory is the ωB97M-V functional and the def2-TZVPD basis.

Structure (XYZ):
```
16
Properties=species:S:1:pos:R:3
O -1.96801 0.28210 0.73186
C -1.04155 0.25243 -0.35149
C -0.33438 -1.13822 -0.35562
C 1.13185 -0.86968 0.08576
C 1.19042 0.59404 0.61344
C 0.05096 1.27582 -0.18116
H -2.56010 -0.46379 0.55591
H -1.57461 0.80267 -1.18069
H -0.81732 -1.79761 0.38263
H -0.37823 -1.65208 -1.31710
H 1.80676 -1.00371 -0.76913
H 1.47007 -1.58718 0.84672
H 1.03118 0.60853 1.69439
H 2.18451 1.01999 0.42011
H -0.63460 2.14079 -0.00551
H 0.44305 1.53590 -1.17014
```

The energy above the lowest of the compared OMol25 structures with the same formula, charge and spin comes out at 1.066 eV. The SMILES is OC1CCCC1. Its HOMO energy is -9.9494 eV. For the orbital gap, the calculation gives 10.978 eV.

(6)
This record from the Open Molecules 2025 dataset describes a cluster of 2 separate species, C5H10O in total. The level of theory is the ωB97M-V functional and the def2-TZVPD basis.

Structure (XYZ):
```
16
Properties=species:S:1:pos:R:3
C 0.91484 1.38004 -0.28474
C -0.47240 0.88193 0.00655
C -1.21393 0.24273 -0.87726
C -2.40654 -0.28824 -1.46907
O -1.10700 -0.24404 -2.14013
H 1.57339 1.28880 0.58383
H 0.86794 2.44305 -0.54925
H 1.37246 0.84667 -1.12316
H -0.92969 1.11976 0.96286
H -2.77811 -1.28306 -1.23023
H -3.13523 0.40069 -1.89521
C 1.46211 -1.36022 1.60382
H 1.55510 -2.22763 2.25984
H 1.47102 -0.44619 2.20402
H 2.30073 -1.34231 0.90399
H 0.52533 -1.41195 1.04415
```

The energy above the lowest of the compared OMol25 structures with the same formula, charge and spin comes out at 2.440 eV. The SMILES is C/C=C1/CO1.C. Its HOMO energy is -8.8527 eV. For the orbital gap, the calculation gives 9.880 eV.

(7)
This record from the Open Molecules 2025 dataset describes an isolated molecule of C5H10O in a non-equilibrium geometry. The level of theory is the ωB97M-V functional and the def2-TZVPD basis.

Structure (XYZ):
```
16
Properties=species:S:1:pos:R:3
C -0.44998 -2.62139 -0.70654
C -0.97450 -1.54378 -0.11443
C -0.23835 -0.59856 0.80339
C 0.75973 0.35168 -0.22373
O 1.34971 1.55670 0.16400
C 0.43212 2.63510 0.16681
H 0.55958 -2.97350 -0.49449
H -1.00631 -3.19893 -1.44524
H -1.98889 -1.25323 -0.38289
H -0.87922 0.07479 1.35096
H 0.31897 -1.20927 1.55680
H 0.19982 0.49833 -1.15335
H 1.34001 -0.50803 -0.04329
H 0.97720 3.55695 0.39762
H -0.33422 2.47362 0.93433
H -0.06568 2.75953 -0.80994
```

The energy above the lowest of the compared OMol25 structures with the same formula, charge and spin comes out at 2.743 eV. The SMILES is C=CCCOC. Its HOMO energy is -9.0734 eV. For the orbital gap, the calculation gives 10.164 eV.

(8)
This record from the Open Molecules 2025 dataset describes a cluster of 2 separate species, C5H10O in total in a non-equilibrium geometry. The level of theory is the ωB97M-V functional and the def2-TZVPD basis.

Structure (XYZ):
```
16
Properties=species:S:1:pos:R:3
C -3.62026 0.22729 0.73629
C -2.73650 -0.15594 1.65756
C -1.48879 0.55356 2.06167
H -4.22531 -0.48682 0.20702
H -3.60757 1.29329 0.52358
H -2.70266 -1.24410 1.70995
H -1.37878 0.88945 3.09841
H -1.16094 1.36295 1.41275
H -0.70318 -0.21092 2.04882
C 3.14515 -0.55057 -2.85000
C 3.45259 -0.30602 -1.56018
O 2.53783 -0.21007 -0.52040
H 3.51423 -1.41420 -3.37767
H 2.28139 -0.00991 -3.23934
H 4.50483 -0.43143 -1.30252
H 2.18796 0.69345 -0.60594
```

The energy above the lowest of the compared OMol25 structures with the same formula, charge and spin comes out at 3.709 eV. The SMILES is C=CC.C=CO. Its HOMO energy is -9.0052 eV. For the orbital gap, the calculation gives 9.713 eV.

(9)
This record from the Open Molecules 2025 dataset describes a structure of composition C5H10O in a non-equilibrium geometry. The level of theory is the ωB97M-V functional and the def2-TZVPD basis.

Structure (XYZ):
```
16
Properties=species:S:1:pos:R:3
O 2.09007 0.75048 -0.18300
C 2.04236 -0.60792 0.00458
C 0.63311 -0.96265 -0.35183
C -0.39558 0.23107 0.46135
C -1.72915 0.05974 -0.25151
C -1.47676 1.40358 0.26493
H 0.86250 0.88663 0.07115
H 2.34183 -0.95823 1.01353
H 2.56546 -1.27259 -0.72369
H 0.31996 -1.98285 -0.06919
H 0.48947 -0.78882 -1.42546
H -0.36710 -0.01267 1.52191
H -1.62648 -0.06444 -1.32958
H -2.43001 -0.60681 0.22489
H -1.28874 2.23903 -0.39922
H -2.03093 1.68646 1.17114
```

The energy above the lowest of the compared OMol25 structures with the same formula, charge and spin comes out at 4.368 eV. Its HOMO energy is -9.1725 eV. For the orbital gap, the calculation gives 10.156 eV.

(10)
This record from the Open Molecules 2025 dataset describes an isolated molecule of C5H10O. The level of theory is the ωB97M-V functional and the def2-TZVPD basis.

Structure (XYZ):
```
16
Properties=species:S:1:pos:R:3
C 1.65289 0.52750 -0.47009
C 0.49193 -0.26874 0.09286
O 1.02941 -1.50191 0.56006
C -0.72666 -0.39826 -0.86237
C -1.62206 0.32391 0.17243
C -0.41913 0.42857 1.14341
H 1.32149 1.48480 -0.88757
H 2.12565 -0.06622 -1.26164
H 2.40205 0.72685 0.30300
H 0.46101 -2.21220 0.24289
H -0.60809 0.12276 -1.82029
H -1.00980 -1.43929 -1.06716
H -2.45895 -0.27478 0.54241
H -2.01776 1.28721 -0.16436
H -0.49248 -0.18849 2.04878
H -0.12949 1.44828 1.42764
```

The energy above the lowest of the compared OMol25 structures with the same formula, charge and spin comes out at 0.873 eV. The SMILES is CC1(O)CCC1. Its HOMO energy is -9.8936 eV. For the orbital gap, the calculation gives 10.902 eV.

(11)
This record from the Open Molecules 2025 dataset describes an isolated molecule of C5H10O in a non-equilibrium geometry. The level of theory is the ωB97M-V functional and the def2-TZVPD basis.

Structure (XYZ):
```
16
Properties=species:S:1:pos:R:3
C 0.99884 0.49428 -1.02503
C -0.31140 0.11405 -0.32858
C -1.07878 -0.92795 -1.13548
C -0.04272 -0.33292 1.09456
C 0.39466 0.90598 1.98817
O 0.18434 2.08360 1.78668
H 0.80251 0.85753 -2.03984
H 1.66666 -0.37499 -1.10400
H 1.53094 1.28577 -0.48452
H -0.92677 1.02026 -0.24645
H -2.03102 -1.18388 -0.65567
H -1.29696 -0.55166 -2.14160
H -0.49456 -1.85172 -1.24054
H -0.95140 -0.74158 1.58338
H 0.70153 -1.16666 1.12893
H 0.85414 0.36990 2.81997
```

The energy above the lowest of the compared OMol25 structures with the same formula, charge and spin comes out at 0.688 eV. The SMILES is CC(C)CC=O. Its HOMO energy is -9.7304 eV. For the orbital gap, the calculation gives 10.730 eV.

(12)
This record from the Open Molecules 2025 dataset describes an isolated molecule of C5H10O in a non-equilibrium geometry. The level of theory is the ωB97M-V functional and the def2-TZVPD basis.

Structure (XYZ):
```
16
Properties=species:S:1:pos:R:3
C 2.04336 2.27935 0.54206
C 1.33366 1.08075 -0.06949
C 0.23631 0.49853 0.39623
C -0.34075 -0.65719 -0.34080
O -1.53209 -1.20337 0.37647
C -2.34941 -2.12480 -0.36524
H 1.35711 3.11136 0.96366
H 2.58462 1.85200 1.50349
H 2.80171 2.97521 -0.00278
H 1.94696 0.70982 -0.95539
H -0.20999 0.66674 1.36575
H -0.67861 -0.55386 -1.40011
H 0.39905 -1.43341 -0.43299
H -3.46202 -1.97304 0.09445
H -2.23929 -1.99370 -1.49356
H -1.89063 -3.23440 -0.18174
```

The energy above the lowest of the compared OMol25 structures with the same formula, charge and spin comes out at 2.936 eV. The SMILES is C/C=C/COC. Its HOMO energy is -9.0817 eV. For the orbital gap, the calculation gives 10.176 eV.